# CH2NO3S

An isolated ion of composition CH2NO3S and charge -1 (ωB97M-V/def2-TZVPD, OMol25).

net charge	-1
relative energy (zero: lowest compared OMol25 entry of this formula, charge and spin)	372.7	kJ/mol
frontier orbital gap (alpha / beta)	7.24 / 6.80	eV
multiplicity	3
⟨S²⟩	2.01

Last column: Mulliken charge in e.
CARTESIAN COORDINATES (ANGSTROEM)
1 C 1.07736 -0.43659 0.57188  -0.499
2 N -0.30436 -0.55780 -1.22689  -0.069
3 O -0.36014 1.73118 -0.87051  -0.622
4 O -1.98669 0.32671 0.63672  -0.568
5 O 0.54959 -1.16240 -0.45102  -0.190
6 S -1.35778 0.56026 -0.70130  0.324
7 H 0.68855 0.54454 0.73766  0.361
8 H 1.69346 -1.00590 1.30345  0.263